# 1
{
  "formula": "C2H6NO2S2",
  "method": "ωB97M-V with the def2-TZVPD basis set",
  "lumo_energy_ev": 3.30,
  "homo_ev": -4.3305,
  "charge": -1,
  "max_force_ev_per_a": 1.81,
  "e_above_lowest_kj_mol": 156.0,
  "elements": ["C", "S", "S", "H", "H", "H", "H", "N", "C", "O", "O", "H", "H"],
  "positions_angstrom": [[-1.12833, -2.44224, 2.12819], [-2.41466, -1.28711, 1.60119], [-1.16111, -0.22366, 0.12704], [-0.73680, -2.89293, 1.21836], [-1.64278, -3.25741, 2.65339], [-0.36024, -1.98419, 2.74363], [-0.83126, 0.70364, 1.05760], [2.17550, 1.89864, -1.77923], [0.75109, 1.68435, -1.85398], [0.09526, 2.23508, -2.74074], [0.32106, 0.85253, -0.99726], [2.60040, 1.86692, -2.69476], [2.33187, 2.84638, -1.46343]],
  "lowdin_charge": [-0.58, 0.28, 0.46, 0.00, 0.01, 0.02, -0.15, 0.06, -0.79, -0.05, -0.35, 0.05, 0.05]
}

# 2
{
  "formula": "C2H6NO3",
  "method": "ωB97M-V with the def2-TZVPD basis set",
  "lumo_energy_ev": 4.21,
  "homo_ev": -4.2988,
  "charge": -1,
  "max_force_ev_per_a": 1.30,
  "e_above_lowest_kj_mol": 28.5,
  "elements": ["C", "N", "C", "O", "O", "H", "H", "H", "H", "H", "H", "O"],
  "positions_angstrom": [[1.83212, -0.57119, 0.32985], [0.67825, 0.26707, -0.06071], [-0.45214, 0.12468, 0.84320], [-1.25749, 1.07816, 0.80503], [-0.53963, -0.96072, 1.43476], [1.44647, -1.58210, 0.34897], [2.66179, -0.42175, -0.36545], [2.16902, -0.34609, 1.35071], [0.97220, 1.23603, -0.11297], [-2.56419, 0.69542, -0.80452], [-2.31120, -0.18918, -1.99064], [-2.63519, 0.66968, -1.77821]],
  "lowdin_charge": [-0.16, -0.04, -0.83, -0.10, -0.07, 0.06, 0.06, 0.07, 0.09, 0.01, 0.00, -0.08]
}

# 3
{
  "formula": "C2H6NO3",
  "method": "ωB97M-V with the def2-TZVPD basis set",
  "lumo_energy_ev": 4.29,
  "homo_ev": -4.6855,
  "charge": -1,
  "max_force_ev_per_a": 4.28,
  "e_above_lowest_kj_mol": 101.7,
  "elements": ["O", "C", "O", "C", "N", "H", "H", "H", "H", "H", "H", "O"],
  "positions_angstrom": [[0.54267, 1.55461, 1.50047], [0.46951, 0.59481, 0.73254], [-0.49963, -0.32642, 0.65484], [1.52551, 0.29764, -0.31071], [1.27339, -0.89988, -1.22441], [1.76131, 1.26407, -0.91742], [2.45967, 0.10253, 0.12587], [0.50528, -0.62763, -1.83490], [0.73932, -1.55960, -0.70958], [-3.30674, -0.32290, -0.36936], [-1.78943, -0.45231, -0.39233], [-2.69969, -0.91066, -0.88812]],
  "lowdin_charge": [-0.04, -0.66, -0.18, -0.20, -0.02, 0.13, 0.06, 0.04, 0.02, 0.00, 0.07, -0.24]
}